# 1
A cluster of 2 separate species, C2H12N5 in total at a distorted geometry. Source: the Open Molecules 2025 dataset; level of theory: ωB97M-V with the def2-TZVPD basis set.

Total charge: +1
LUMO (eV): -7.4
HOMO energy (eV): -12.72
Kohn-Sham gap (eV): 5.307
Energy above the lowest of the compared OMol25 structures with the same formula, charge and spin (eV): 5.5659
F_max (eV/Å): 5.87

Atoms and positions in Å:
N (1.11042, 0.82410, -0.71100)
N (0.03101, -1.99184, -0.28621)
N (-0.12852, -1.00065, 1.93125)
N (-0.77946, 1.39030, -1.90086)
N (-0.62174, 1.71740, 0.72395)
C (-0.22719, 0.96447, -0.66261)
C (0.48482, -2.03980, 1.08065)
H (-0.98263, -1.85099, -0.29852)
H (-0.84042, 0.57353, -2.51588)
H (0.34640, -1.09141, -0.66805)
H (-0.04617, -0.09947, 1.42974)
H (1.52837, 1.11412, 0.18108)
H (0.24147, -3.01155, 1.52478)
H (1.56762, -1.89500, 1.13269)
H (-0.39682, 2.63913, 0.33776)
H (-1.62473, 1.61978, 0.55334)
H (1.51887, 1.38498, -1.45403)
H (-0.05047, 1.93211, -2.34914)
H (-1.13085, -1.17921, 1.95107)

Force components x, y, z for each atom (eV/Å):
N -1.054 2.000 1.545
N -0.420 1.379 -0.983
N 0.087 0.237 -0.721
N -0.775 -1.836 0.707
N -0.688 -3.072 -4.019
C 3.340 4.728 1.001
C -0.255 0.369 1.299
H -0.058 -0.809 0.029
H -0.798 0.035 -0.119
H 0.222 -1.322 -0.125
H 0.044 -0.872 1.029
H 0.237 -0.897 -0.023
H 0.147 0.150 -0.204
H -0.110 -0.206 -0.226
H -0.072 0.331 0.238
H -0.407 0.552 1.061
H 0.494 -1.099 -0.580
H 0.036 0.345 -0.236
H 0.029 -0.013 0.329

The molecule's Löwdin atomic charges, reported in e, are given here:
1 N 0.185
2 N 0.021
3 N 0.000
4 N 0.133
5 N 0.134
6 C -0.246
7 C -0.337
8 H 0.079
9 H 0.130
10 H 0.002
11 H -0.009
12 H 0.155
13 H 0.120
14 H 0.111
15 H 0.103
16 H 0.095
17 H 0.151
18 H 0.106
19 H 0.068

***

# 2
A structure of composition C40H36ClN3NbSi2 at a distorted geometry. Source: the Open Molecules 2025 dataset; level of theory: ωB97M-V with the def2-TZVPD basis set.

Total charge: +3
LUMO (eV): -11.0
HOMO energy (eV): -15.39
Kohn-Sham gap (eV): 4.340
Energy above the lowest of the compared OMol25 structures with the same formula, charge and spin (eV): 0.7798
F_max (eV/Å): 11.36

Atoms and positions in Å:
Nb (0.42323, -2.05150, 0.60079)
Cl (-0.59652, -2.00235, -1.77413)
Si (0.71547, -5.20035, -3.30806)
Si (1.53488, -4.91741, 0.93573)
N (-1.45228, 0.61352, 0.93612)
N (-1.36779, -1.49492, 2.05117)
N (-0.59451, 0.18780, 0.06076)
C (0.10060, -7.76557, 3.56799)
C (-0.65423, 2.46269, -3.47109)
C (1.72569, -1.93834, 2.34788)
C (-3.11172, -2.00795, 3.63046)
C (2.96284, -3.47989, -2.52071)
C (-1.57162, 2.71979, -2.44220)
C (-3.78246, -0.79827, 3.36427)
C (-0.01400, -5.13239, -1.61549)
C (-0.59706, -4.03358, 0.63874)
C (4.06443, -7.38808, -1.25692)
C (0.05028, -8.83766, 1.39759)
C (3.13746, -6.40959, -0.88788)
C (3.71867, -1.68046, -3.97620)
C (2.67682, -1.97140, -4.86719)
C (5.01003, -7.31697, 0.95151)
C (-3.17372, 0.08599, 2.49084)
C (-0.07583, -8.92074, 2.79253)
C (-1.88695, -2.27876, 3.03078)
C (0.67539, -6.50699, 1.58013)
C (0.48288, 0.85188, -2.06698)
C (0.42847, -6.55263, 2.95538)
C (0.41011, 1.57801, -3.24649)
C (-0.47870, 1.05667, -1.03913)
C (1.77672, -2.99812, -4.57788)
C (3.12779, -5.86660, 0.39785)
C (-2.21224, -5.38422, -0.54524)
C (2.50605, -1.47118, 0.18529)
C (2.45518, -2.47445, 1.20927)
C (3.86608, -2.45237, -2.81600)
C (1.91976, -3.77930, -3.41149)
C (1.87760, -0.30312, 0.70804)
C (0.44102, -7.63222, 0.79007)
C (0.45947, -4.28765, -0.41103)
C (1.38579, -0.59303, 2.02762)
C (4.11345, -6.29833, 1.30981)
C (-1.98597, -0.29303, 1.83650)
C (-1.44018, 2.07339, -1.21014)
C (4.98379, -7.88649, -0.32648)
C (-1.96163, -4.40921, 0.39702)
C (-1.24161, -5.75782, -1.49243)
H (4.67577, -2.22865, -2.11652)
H (3.10049, -4.05374, -1.59701)
H (2.38493, -6.09220, -1.62073)
H (-0.32009, -9.87546, 3.27124)
H (-0.75349, 2.97038, -4.43293)
H (0.94391, 0.12184, 2.71865)
H (-3.19395, -5.84815, -0.59885)
H (-2.78209, -3.93473, 0.96513)
H (-3.53686, -2.74370, 4.31223)
H (1.25122, 0.09077, -1.94860)
H (-0.27233, -5.05199, -4.26245)
H (0.95593, -3.22165, -5.26036)
H (-3.54240, 1.07726, 2.25106)
H (3.14178, -3.32384, 1.22248)
H (4.40861, -0.85282, -4.17742)
H (0.55431, -7.60376, -0.29739)
H (-0.01701, -7.81477, 4.65235)
H (-2.10588, 2.29292, -0.37333)
H (1.93247, -4.51098, 2.29902)
H (2.98271, -1.58747, -0.78413)
H (0.52455, -5.64420, 3.55781)
H (1.19106, 1.44716, -3.99546)
H (4.04471, -7.78314, -2.26993)
H (-0.32001, -3.94150, 1.73544)
H (-2.37945, 3.44353, -2.56843)
H (5.66557, -8.70419, -0.58875)
H (-1.30726, -3.16079, 3.34283)
H (-0.15084, -9.71927, 0.78018)
H (-4.73775, -0.56424, 3.83778)
H (2.54764, -1.39580, -5.79037)
H (4.15872, -5.87427, 2.31684)
H (-1.48704, -6.53842, -2.22076)
H (1.52057, -2.46711, 3.28036)
H (1.02041, -3.38571, -0.80160)
H (1.89766, 0.65976, 0.20764)
H (5.73469, -7.69211, 1.67844)

Force components x, y, z for each atom (eV/Å):
Nb -9.438 0.906 -6.249
Cl 0.333 0.381 1.092
Si 1.489 3.245 3.252
Si 2.759 -7.247 1.353
N 1.105 -1.159 -1.994
N 0.014 0.007 0.231
N -1.761 0.511 2.665
C -0.158 -0.144 -0.013
C -0.029 0.045 0.310
C 2.543 0.618 0.093
C -0.119 0.271 0.141
C 0.528 0.164 0.076
C 0.300 -0.077 0.538
C 0.350 -0.602 -0.042
C -0.107 -0.395 0.709
C -0.307 1.778 -0.134
C -0.083 -0.132 0.020
C -0.004 0.141 -0.030
C 0.484 -0.436 -0.107
C -0.214 -0.181 -0.082
C -0.317 0.239 0.052
C -0.049 0.040 0.075
C 0.872 0.078 -0.466
C 0.070 0.366 -0.148
C -0.154 0.001 -0.326
C -0.309 1.125 -0.332
C -0.324 -0.034 0.379
C -0.013 -0.677 -0.020
C 0.074 -0.054 0.216
C 0.568 0.367 -1.099
C 0.399 -0.132 -0.171
C -0.069 1.014 -0.141
C -0.731 0.865 1.129
C 1.084 0.814 0.816
C 1.874 1.263 1.190
C -0.414 0.072 0.243
C 0.035 -0.835 -0.692
C 1.877 0.231 0.592
C -0.356 -0.776 0.448
C -0.554 -1.142 1.010
C 1.456 0.295 0.550
C -0.136 -0.149 -0.326
C 0.242 -0.743 0.600
C -0.367 0.125 -0.415
C -0.317 0.401 0.035
C -0.548 -0.534 -0.562
C 0.989 0.016 -0.448
H -0.149 -0.136 -0.272
H 0.117 0.078 -0.491
H 0.363 -0.212 0.259
H 0.082 0.444 -0.227
H 0.051 -0.157 0.327
H -0.252 -0.260 -0.345
H 0.068 0.292 -0.084
H 0.567 -0.686 -0.086
H 0.194 0.267 -0.038
H -0.114 0.190 -0.110
H -1.363 -0.799 -1.720
H 0.303 0.131 -0.060
H -0.183 -0.160 0.141
H -0.479 0.199 -0.262
H -0.218 -0.465 -0.013
H 0.174 -0.044 0.372
H -0.011 -0.008 -0.332
H 0.081 -0.023 -0.601
H -0.701 0.828 0.009
H -0.114 0.087 0.240
H 0.131 -0.312 -0.005
H -0.328 -0.024 0.113
H 0.039 -0.020 0.173
H -0.250 -0.977 -0.620
H 0.331 -0.222 -0.040
H -0.293 0.460 0.091
H -0.407 0.314 -0.331
H 0.151 0.318 0.263
H 0.327 -0.075 -0.126
H 0.109 -0.198 0.425
H -0.033 -0.186 -0.246
H -0.161 0.351 0.190
H -0.046 0.125 -0.341
H 0.150 0.913 -0.251
H -0.444 -0.191 0.160
H -0.260 0.230 -0.185

The molecule's Löwdin atomic charges, reported in e, are given here:
1 Nb 1.602
2 Cl 0.310
3 Si 1.111
4 Si 0.621
5 N 0.108
6 N 0.012
7 N -0.034
8 C -0.059
9 C -0.004
10 C -0.152
11 C 0.006
12 C -0.110
13 C -0.016
14 C 0.027
15 C -0.304
16 C -0.381
17 C -0.054
18 C -0.050
19 C -0.152
20 C -0.021
21 C -0.035
22 C -0.045
23 C 0.054
24 C -0.049
25 C -0.104
26 C -0.276
27 C -0.088
28 C -0.118
29 C -0.042
30 C -0.296
31 C -0.095
32 C -0.270
33 C -0.004
34 C -0.144
35 C -0.269
36 C -0.071
37 C -0.332
38 C -0.113
39 C -0.090
40 C -0.454
41 C -0.117
42 C -0.070
43 C -0.279
44 C 0.018
45 C -0.040
46 C -0.014
47 C -0.070
48 H 0.125
49 H 0.083
50 H 0.034
51 H 0.122
52 H 0.133
53 H 0.153
54 H 0.139
55 H 0.135
56 H 0.136
57 H 0.070
58 H 0.011
59 H 0.106
60 H 0.139
61 H 0.112
62 H 0.131
63 H 0.095
64 H 0.116
65 H 0.119
66 H 0.064
67 H 0.102
68 H 0.085
69 H 0.120
70 H 0.112
71 H 0.072
72 H 0.130
73 H 0.126
74 H 0.127
75 H 0.117
76 H 0.144
77 H 0.130
78 H 0.111
79 H 0.135
80 H 0.151
81 H 0.003
82 H 0.138
83 H 0.122

***

# 3
A structure of composition C22H43N6PSeTi. Source: the Open Molecules 2025 dataset; level of theory: ωB97M-V with the def2-TZVPD basis set.

Total charge: +2
LUMO (alpha / beta) (eV): -6.1 / -6.4
2S+1: 3
HOMO energy (alpha / beta) (eV): -12.31 / -13.44
Kohn-Sham gap (alpha / beta) (eV): 6.241 / 7.036
Energy above the lowest of the compared OMol25 structures with the same formula, charge and spin (eV): 0.9090
F_max (eV/Å): 0.56

Atoms and positions in Å:
Se (-2.78192, -1.13012, -0.32784)
Ti (-0.39060, 0.78280, 0.06838)
P (0.51598, -3.79555, 0.60136)
N (-4.23756, -1.01315, 0.67635)
N (0.78272, 2.11854, 1.33385)
N (0.18526, 0.93989, -2.06788)
N (-1.72906, -0.30772, 0.95457)
N (1.38375, -0.43883, 0.48988)
N (-1.80626, 2.35630, -0.62147)
C (-2.08042, 0.31625, 3.31863)
C (1.63963, 0.86950, -2.39140)
C (-4.80604, -0.36599, 2.94536)
C (-1.51635, 3.67885, -0.00831)
C (-2.51370, -0.17809, 2.08087)
C (-1.16215, -4.52838, 0.41321)
C (0.10740, 3.29703, 1.97607)
C (-4.35810, 0.12310, 4.14017)
C (-1.32314, 3.53394, 1.50298)
C (-0.43629, 2.16768, -2.64294)
C (2.94789, -4.30494, -0.74627)
C (-1.27434, -6.04023, 0.59389)
C (-1.84005, 2.34888, -2.10248)
C (2.61248, -0.27851, -0.30682)
C (-3.88612, -0.53199, 1.87954)
C (2.13432, -3.64858, 2.94234)
C (1.67607, 1.31198, 2.23326)
C (2.33990, -0.34631, -1.80294)
C (1.51373, -4.80211, -0.57580)
C (1.03883, -4.45307, 2.24493)
C (1.55992, -0.18054, 1.93013)
C (-2.99959, 0.46343, 4.33102)
H (-2.31177, -6.35794, 0.49416)
H (0.70865, 4.18947, 1.79411)
H (-1.80351, -4.00682, 1.13041)
H (0.10182, 3.13541, 3.05291)
H (-2.68069, 0.83437, 5.29562)
H (-2.72182, 2.06113, -0.28558)
H (-0.43265, 2.13531, -3.73411)
H (1.39489, 1.49415, 3.26929)
H (-5.83917, -0.64280, 2.78867)
H (2.50413, -4.18345, 3.81641)
H (-2.33532, 4.36858, -0.22202)
H (2.98843, -3.46146, 2.28879)
H (-1.66449, 4.44776, 1.99182)
H (1.79032, -1.26158, -2.04946)
H (1.34831, -5.49328, 2.12172)
H (3.51278, -4.97315, -1.39525)
H (0.14484, -4.47362, 2.87396)
H (3.33095, -1.05480, -0.02896)
H (-2.27809, 3.26589, -2.50366)
H (0.99069, -4.78004, -1.53663)
H (-0.92772, -6.35461, 1.57804)
H (2.97348, -3.30978, -1.19661)
H (0.19447, 3.01295, -2.35688)
H (-1.52067, -4.23465, -0.57789)
H (1.41444, 2.51292, 0.63777)
H (3.30194, -0.43868, -2.31049)
H (0.68587, -0.60886, 2.42635)
H (2.70392, 1.65993, 2.12690)
H (1.75241, -2.68615, 3.28662)
H (-2.47619, 1.51801, -2.41289)
H (-0.25100, 0.13625, -2.52360)
H (2.10234, 1.78892, -2.02089)
H (3.07925, 0.68059, -0.06023)
H (-0.62497, 4.09552, -0.48466)
H (1.75933, 0.87579, -3.47738)
H (-5.04843, 0.24408, 4.96351)
H (3.47532, -4.25751, 0.20725)
H (-1.03600, 0.55802, 3.47898)
H (-0.69393, -6.57709, -0.15565)
H (-1.98162, 2.74165, 1.87825)
H (2.43972, -0.68628, 2.33851)
H (1.51713, -5.84374, -0.24905)
H (1.05764, -1.42432, 0.40974)

Force components x, y, z for each atom (eV/Å):
Se 0.136 -0.257 -0.215
Ti -0.500 -0.190 0.159
P 0.047 0.079 -0.026
N -0.247 0.123 0.125
N 0.072 0.021 -0.078
N 0.014 -0.034 0.029
N 0.419 0.006 0.036
N -0.191 0.178 -0.030
N 0.138 0.009 0.072
C 0.028 -0.029 -0.047
C 0.003 -0.017 -0.046
C -0.009 -0.011 -0.023
C -0.061 0.024 0.023
C -0.170 0.087 -0.050
C 0.015 0.004 -0.009
C -0.009 0.010 0.035
C 0.026 0.010 0.021
C -0.016 0.042 -0.016
C 0.112 0.026 0.025
C -0.023 -0.022 0.016
C 0.014 0.017 -0.004
C -0.007 0.046 -0.043
C 0.042 -0.111 -0.019
C 0.112 0.024 -0.030
C -0.014 -0.019 -0.018
C -0.003 0.077 0.005
C 0.060 -0.012 -0.030
C -0.017 0.002 -0.028
C -0.037 -0.049 0.015
C 0.128 -0.003 0.131
C -0.040 -0.002 0.019
H -0.003 -0.004 0.000
H 0.016 -0.008 0.014
H -0.011 -0.008 0.005
H -0.016 -0.024 -0.007
H 0.008 -0.002 0.000
H 0.010 0.029 0.007
H -0.041 -0.032 0.003
H -0.020 -0.008 -0.010
H -0.005 0.006 0.007
H 0.007 0.017 0.013
H 0.002 -0.008 -0.018
H 0.009 -0.009 0.005
H 0.013 0.005 -0.004
H -0.024 0.006 0.041
H 0.014 0.005 -0.006
H 0.006 0.016 -0.012
H 0.002 0.000 0.009
H -0.003 -0.001 0.017
H -0.014 0.004 0.031
H 0.014 0.005 -0.001
H -0.007 -0.006 0.004
H 0.001 0.024 0.011
H 0.001 -0.010 0.017
H -0.007 -0.013 0.001
H -0.047 0.033 -0.057
H -0.008 0.000 -0.004
H 0.010 0.027 0.024
H -0.004 -0.001 -0.014
H 0.000 -0.015 -0.003
H 0.009 0.003 -0.014
H -0.012 0.017 0.000
H -0.008 -0.003 0.018
H -0.019 0.011 -0.004
H 0.012 -0.012 0.010
H -0.011 0.013 0.002
H -0.006 -0.003 -0.003
H 0.013 -0.016 -0.003
H -0.005 -0.001 0.015
H -0.009 -0.007 -0.001
H 0.012 -0.015 -0.010
H -0.019 -0.056 -0.074
H -0.015 0.005 0.023
H 0.132 0.006 -0.030

The molecule's Löwdin atomic charges, reported in e, are given here:
1 Se 1.098
2 Ti 0.912
3 P 0.968
4 N -0.219
5 N -0.114
6 N -0.131
7 N -0.406
8 N -0.168
9 N -0.147
10 C -0.045
11 C -0.180
12 C 0.007
13 C -0.167
14 C -0.345
15 C -0.448
16 C -0.157
17 C -0.047
18 C -0.150
19 C -0.168
20 C -0.146
21 C -0.136
22 C -0.170
23 C -0.186
24 C -0.375
25 C -0.153
26 C -0.145
27 C -0.157
28 C -0.414
29 C -0.403
30 C -0.202
31 C -0.047
32 H 0.079
33 H 0.137
34 H 0.060
35 H 0.124
36 H 0.117
37 H 0.124
38 H 0.144
39 H 0.125
40 H 0.128
41 H 0.081
42 H 0.137
43 H 0.054
44 H 0.135
45 H 0.119
46 H 0.085
47 H 0.081
48 H 0.083
49 H 0.129
50 H 0.141
51 H 0.083
52 H 0.069
53 H 0.042
54 H 0.124
55 H 0.055
56 H 0.123
57 H 0.135
58 H 0.104
59 H 0.132
60 H 0.045
61 H 0.117
62 H 0.136
63 H 0.128
64 H 0.125
65 H 0.127
66 H 0.137
67 H 0.120
68 H 0.060
69 H 0.098
70 H 0.069
71 H 0.107
72 H 0.128
73 H 0.079
74 H 0.013

***

# 4
An isolated molecule of C3H3N3O at a distorted geometry. Source: the Open Molecules 2025 dataset; level of theory: ωB97M-V with the def2-TZVPD basis set.

SMILES: [H]/N=C\NC(=O)C#N
Total charge: 0
LUMO (eV): -0.5
HOMO energy (eV): -10.92
Kohn-Sham gap (eV): 10.456
Energy above the lowest of the compared OMol25 structures with the same formula, charge and spin (eV): 2.0361
F_max (eV/Å): 5.78

Atoms and positions in Å:
O (0.76365, -0.23423, -2.11530)
N (-0.53858, 0.75039, 1.93051)
N (-1.34009, -1.88266, 0.16262)
N (0.77694, 0.82148, -0.09052)
C (0.30801, 1.24077, 1.19935)
C (-0.61645, -1.07168, -0.20817)
C (0.30334, -0.05063, -0.97980)
H (-1.08048, -0.03916, 1.51487)
H (0.94327, 1.99060, 1.67738)
H (1.77074, 1.38716, -0.35639)

Force components x, y, z for each atom (eV/Å):
O -1.857 0.332 2.744
N -2.915 -1.744 0.815
N 0.113 -0.010 0.216
N 4.163 4.006 0.002
C 2.264 0.148 -0.566
C 0.385 0.804 -2.476
C 1.225 -2.493 -1.010
H 0.469 0.899 0.646
H 0.115 0.240 -0.771
H -3.963 -2.182 0.398

The molecule's Löwdin atomic charges, reported in e, are given here:
1 O 0.077
2 N 0.124
3 N 0.173
4 N 0.065
5 C -0.294
6 C -0.103
7 C -0.443
8 H 0.036
9 H 0.114
10 H 0.251